Entry 1:
{
  "formula": "C24H26NO4PdS2",
  "method": "ωB97M-V with the def2-TZVPD basis set",
  "symbols": ["C", "H", "H", "C", "C", "O", "C", "C", "C", "C", "H", "H", "C", "H", "O", "H", "H", "C", "O", "C", "O", "H", "C", "C", "H", "H", "C", "H", "C", "H", "H", "C", "C", "Pd", "H", "C", "H", "S", "H", "H", "S", "C", "C", "H", "H", "C", "H", "H", "N", "C", "C", "H", "H", "C", "H", "H", "H", "C"],
  "coordinates": [[2.438, 0.945, -0.199], [-2.375, -2.596, 0.014], [-3.217, -1.284, -0.848], [-2.905, -1.652, 0.127], [-1.463, 1.730, 1.330], [-0.542, -0.319, -2.111], [5.562, -2.432, -3.539], [3.179, -3.207, -3.568], [0.325, -0.508, 3.823], [-1.207, -1.026, 1.891], [0.559, 0.309, 4.502], [-3.809, -1.855, 0.709], [6.149, 1.679, 0.013], [0.022, 2.026, 2.853], [2.623, -1.796, 1.909], [6.893, 2.450, -0.133], [0.080, 0.408, -4.800], [4.812, 1.952, -0.260], [1.674, 1.883, -0.580], [-0.545, 1.291, 2.293], [2.934, -2.384, -0.468], [6.201, -1.579, -3.333], [3.657, -0.794, -3.290], [-0.470, -0.066, 2.669], [1.116, -3.760, -3.577], [5.781, -2.804, -4.555], [4.302, -0.309, 0.429], [-1.100, -2.077, 2.136], [-1.707, 3.183, 1.086], [4.376, 0.012, -3.229], [-1.624, -0.148, -4.768], [3.895, 0.937, -0.044], [-0.579, -0.456, -4.750], [-0.093, 0.664, -0.212], [5.813, -3.281, -2.893], [6.542, 0.432, 0.490], [3.547, -4.217, -3.701], [-0.362, -1.343, -3.215], [1.948, 0.455, -3.056], [4.495, 2.925, -0.610], [2.909, -1.396, 0.571], [-2.081, -0.643, 0.858], [1.411, -1.637, -3.324], [7.586, 0.253, 0.713], [-2.719, 3.357, 0.722], [1.835, -2.956, -3.501], [-0.170, -1.322, 4.355], [-1.545, 3.759, 1.997], [1.830, -0.192, 0.118], [-2.210, 0.731, 0.596], [2.322, -0.552, -3.204], [-2.954, 1.064, -0.123], [1.273, -0.931, 3.449], [4.135, -2.132, -3.458], [5.931, -1.555, 1.091], [-1.013, 3.576, 0.333], [-0.392, -1.153, -5.567], [5.619, -0.595, 0.705]],
  "homo_lumo_gap_ev": [8.67, 4.85],
  "multiplicity": 5,
  "e_tot_ha": -2208.93503,
  "homo_energy_ha": [-0.6552, -0.6534],
  "charge": 3,
  "e_lumo_ha": [-0.337, -0.475],
  "s2": 6.04
}

---

Entry 2:
{
  "formula": "C31H52N5O2OsPS2",
  "method": "ωB97M-V with the def2-TZVPD basis set",
  "symbols": ["H", "C", "C", "C", "H", "H", "P", "C", "H", "H", "H", "C", "H", "H", "C", "H", "C", "S", "H", "H", "C", "H", "C", "N", "C", "H", "C", "H", "H", "H", "C", "C", "H", "H", "C", "N", "N", "C", "N", "H", "H", "H", "H", "H", "C", "C", "C", "C", "H", "N", "H", "H", "H", "H", "C", "H", "C", "H", "H", "O", "C", "H", "H", "H", "H", "Os", "H", "H", "C", "H", "H", "H", "H", "H", "C", "C", "H", "C", "H", "H", "H", "C", "C", "C", "S", "H", "H", "H", "H", "O", "C", "H", "H", "C"],
  "coordinates": [[3.046, 1.974, 3.544], [0.541, 3.628, 0.145], [2.654, -2.001, 1.285], [-3.791, -3.194, 1.499], [-4.946, -3.983, -0.126], [-1.298, -0.181, 6.334], [2.032, -0.344, 1.734], [3.131, 0.911, 0.962], [4.148, -1.316, -6.286], [-1.823, 1.383, -3.554], [1.893, -2.309, -6.968], [0.855, -0.508, -1.653], [0.061, 0.387, -4.825], [-2.570, -3.589, 6.318], [-1.087, 0.709, -1.672], [-1.463, -1.655, 7.299], [2.110, 0.653, -6.800], [-2.201, 2.413, 2.141], [-4.503, -3.486, 2.255], [2.134, 1.700, -7.098], [2.133, -1.179, -3.615], [-1.994, 4.718, 2.234], [-1.032, 0.851, -3.044], [-1.682, -1.945, 5.252], [3.582, 0.799, -0.491], [2.242, 1.216, -4.674], [2.542, -2.811, -6.254], [-3.344, -4.326, 3.800], [3.532, -0.438, 3.546], [2.115, -3.008, 3.142], [2.732, 0.563, -5.391], [-2.407, -3.109, 5.368], [1.956, -3.360, -5.520], [1.303, 4.101, 0.768], [-2.621, -2.538, 1.855], [2.747, -0.787, -4.869], [-1.765, -2.031, 0.951], [-1.058, -1.240, 6.381], [-2.324, -2.489, 3.250], [1.913, -0.845, 4.079], [3.808, -0.227, -0.789], [0.562, 2.551, 0.338], [-4.480, 3.778, -1.554], [0.895, -3.151, 1.863], [1.969, -3.120, 2.068], [0.994, -0.400, -3.035], [-1.617, -1.584, 3.967], [-0.832, 4.222, 0.435], [2.673, 1.883, 1.149], [-0.149, 0.045, -0.967], [-3.187, 2.722, -0.998], [-0.787, 5.306, 0.314], [2.531, -2.154, 0.211], [0.020, -1.387, 6.360], [-4.041, -3.466, 0.166], [-4.202, 3.323, 2.717], [-2.803, -3.460, 4.132], [4.503, 1.368, -0.614], [2.690, 0.085, -7.524], [-1.723, 1.434, 0.999], [3.502, -1.811, -5.566], [1.321, 1.703, 3.805], [2.389, -4.084, 1.785], [-3.216, -3.296, -1.821], [4.013, 0.873, 1.609], [-0.393, -0.191, 1.250], [-1.573, 3.869, -0.282], [3.166, -3.520, -6.797], [-4.195, 3.074, -0.773], [2.484, 1.329, 5.071], [0.822, 3.796, -0.895], [3.786, 0.858, -5.475], [3.733, -1.990, 1.469], [2.844, 1.226, -1.173], [-4.257, 3.748, 0.588], [0.023, 0.293, -3.748], [-5.280, 4.080, 0.779], [-3.910, 2.854, 1.770], [1.582, -1.073, -1.096], [4.090, -2.349, -4.821], [-1.295, -1.986, -1.055], [-2.016, -2.344, -0.338], [2.319, 1.301, 3.995], [-3.100, -3.071, -0.770], [-0.672, -0.215, 3.487], [-1.907, 1.122, -1.104], [-4.425, 1.890, 1.740], [-3.656, 4.659, 0.609], [1.079, 0.303, -6.818], [2.581, -2.136, -3.053], [2.483, -0.130, 3.486], [-0.460, 3.930, 2.561], [-4.880, 2.227, -0.827], [-1.300, 3.958, 1.865]],
  "e_above_lowest_kj_mol": 41.9,
  "homo_lumo_gap_ev": [7.82, 5.59],
  "multiplicity": 5,
  "e_tot_ha": -2863.70658,
  "homo_energy_ha": [-0.6842, -0.7001],
  "charge": 4,
  "e_lumo_ha": [-0.397, -0.495],
  "s2": 6.03
}

---

Entry 3:
{
  "formula": "CHN2OS",
  "method": "ωB97M-V with the def2-TZVPD basis set",
  "symbols": ["N", "O", "S", "H", "C", "N"],
  "coordinates": [[0.577, 1.748, 0.462], [1.789, 2.022, 0.161], [-2.364, 0.171, -0.315], [0.476, 0.808, 0.296], [-2.661, -1.184, 0.468], [-3.030, -2.139, 1.064]],
  "e_above_lowest_kj_mol": 38.3,
  "homo_lumo_gap_ev": [7.55, 5.39],
  "multiplicity": 3,
  "e_tot_ha": -621.58370,
  "homo_energy_ha": [-0.1315, -0.1313],
  "charge": -1,
  "e_lumo_ha": [0.146, 0.067],
  "s2": 2.01
}

---

Entry 4:
{
  "formula": "H4N2",
  "method": "ωB97M-V with the def2-TZVPD basis set",
  "symbols": ["H", "H", "H", "N", "N", "H"],
  "coordinates": [[0.256, -0.684, -1.196], [-0.429, 1.446, 0.294], [0.623, -1.046, 0.501], [0.695, -0.285, -0.196], [-0.649, 0.337, 0.093], [-0.768, -0.085, 1.126]],
  "e_above_lowest_kj_mol": 132.4,
  "homo_lumo_gap_ev": 10.35,
  "e_tot_ha": -111.81477,
  "homo_energy_ha": -0.3407,
  "charge": 0,
  "e_lumo_ha": 0.040
}

---

Entry 5:
{
  "formula": "ClMnO8S2",
  "method": "ωB97M-V with the def2-TZVPD basis set",
  "symbols": ["Mn", "O", "S", "Cl", "O", "S", "O", "O", "O", "O", "O", "O"],
  "coordinates": [[15.763, -20.359, -6.891], [16.115, -21.726, -8.144], [15.376, -17.624, -5.515], [17.781, -21.246, -5.819], [14.460, -17.328, -4.409], [15.602, -22.648, -9.223], [14.208, -22.409, -9.355], [15.887, -24.013, -8.824], [14.638, -17.507, -6.805], [16.245, -22.357, -10.550], [16.619, -16.818, -5.435], [15.786, -19.030, -5.375]],
  "e_above_lowest_kj_mol": 0.0,
  "homo_lumo_gap_ev": [6.95, 6.94],
  "multiplicity": 6,
  "e_tot_ha": -3009.53949,
  "homo_energy_ha": [0.0386, 0.0387],
  "charge": -3,
  "e_lumo_ha": [0.294, 0.294],
  "s2": 8.76
}

---

Entry 6:
{
  "formula": "C2H6NO3",
  "method": "ωB97M-V with the def2-TZVPD basis set",
  "symbols": ["H", "C", "H", "H", "O", "H", "C", "H", "N", "H", "O", "O"],
  "coordinates": [[1.897, -0.258, -0.876], [1.106, -0.682, -1.544], [-0.002, -0.539, 0.910], [-0.348, 1.291, -1.326], [-1.114, 1.144, 0.990], [-0.528, 0.596, 2.327], [-0.568, 0.197, 0.259], [0.484, -1.424, -1.035], [-0.390, 0.343, -1.123], [-1.235, -0.212, 3.526], [1.363, -1.073, -2.756], [-0.344, 0.061, 3.271]],
  "e_above_lowest_kj_mol": 309.3,
  "homo_lumo_gap_ev": 7.96,
  "e_tot_ha": -360.25343,
  "homo_energy_ha": -0.1457,
  "charge": -1,
  "e_lumo_ha": 0.147
}